# 1
The following is a DFT calculation (ωB97M-V/def2-TZVPD) of a 4-piece molecular cluster, C30H25F3NO3PS overall.

Positions of all 64 atoms, in Å:
O (4.95111, -7.02499, 1.64473)
P (5.72925, -5.67881, 2.07167)
O (7.17385, -5.63940, 1.09124)
O (6.18257, -5.88300, 3.76235)
C (4.50733, -4.24424, 1.76207)
C (4.49215, -3.28527, 0.41432)
C (3.36465, -2.07159, 0.19620)
C (2.19192, -1.75393, 1.34195)
C (2.21443, -2.74489, 2.68910)
C (3.34112, -3.94385, 2.91101)
S (0.81791, -2.38158, 3.94187)
C (-0.65836, -2.00093, 2.78981)
C (-2.20423, -2.53071, 3.09410)
C (-3.37592, -2.16648, 1.98028)
C (-2.98662, -1.26869, 0.63142)
C (-1.44479, -0.73305, 0.34754)
C (-0.24822, -1.11875, 1.42930)
N (1.16420, -0.63477, 1.17773)
H (6.82916, -5.75789, 0.14340)
H (5.54881, -6.55013, 4.19960)
H (5.27099, -3.42956, -0.45851)
H (3.34051, -1.38614, -0.76680)
H (3.29949, -4.58413, 3.90573)
H (-2.44127, -3.17334, 4.04669)
H (-4.50071, -2.50441, 2.05110)
H (-3.81811, -1.00643, -0.15618)
H (-1.12441, -0.08878, -0.58636)
H (1.33343, 0.11482, 1.91373)
F (-5.48924, 0.61726, 0.46516)
C (-4.94907, 1.73490, -0.03855)
C (-4.86537, 2.87281, 0.75632)
C (-4.29834, 4.03520, 0.23393)
C (-3.83081, 4.04986, -1.08249)
C (-3.92390, 2.90409, -1.87400)
C (-4.48072, 1.73875, -1.34773)
H (-5.24137, 2.84514, 1.77382)
H (-4.22117, 4.92783, 0.84973)
H (-3.39269, 4.95803, -1.49096)
H (-3.56309, 2.91910, -2.89962)
H (-4.55276, 0.83656, -1.94606)
F (1.32223, 1.72874, 3.34663)
C (1.86240, 2.84637, 2.84292)
C (1.94610, 3.98428, 3.63779)
C (2.51313, 5.14668, 3.11541)
C (2.98066, 5.16133, 1.79898)
C (2.88757, 4.01556, 1.00747)
C (2.33075, 2.85022, 1.53374)
H (1.57010, 3.95661, 4.65529)
H (2.59030, 6.03931, 3.73120)
H (3.41878, 6.06950, 1.39051)
H (3.24838, 4.03057, -0.01815)
H (2.25872, 1.94804, 0.93541)
F (-2.93282, 2.56302, -5.01456)
C (-2.51418, 1.34326, -5.37723)
C (-3.10844, 0.71092, -6.46381)
C (-2.66936, -0.55696, -6.84494)
C (-1.64724, -1.18352, -6.12766)
C (-1.06054, -0.54273, -5.03538)
C (-1.49218, 0.72964, -4.66147)
H (-3.90671, 1.20954, -7.00381)
H (-3.12213, -1.05655, -7.69780)
H (-1.30814, -2.17429, -6.42254)
H (-0.26801, -1.03407, -4.47612)
H (-1.04111, 1.24589, -3.82055)

The calculation puts the HOMO-LUMO gap at 0.2718 hartree. The HOMO energy comes out at -8.23 eV. The structure (SMILES) is O=P(O)(O)c1ccc2c(c1)Sc1ccccc1N2.Fc1ccccc1.Fc1ccccc1.Fc1ccccc1. For the LUMO energy, the calculation gives -0.8 eV. As for the electronic energy: -67408.69382 eV.

These are the natural (NBO) partial charges, in e, on atoms 1 to 6: number 1, O, carries -1.062; number 2, P, carries 2.178; number 3, O, carries -0.940; number 4, O, carries -0.963; number 5, C, carries -0.429; number 6, C, carries -0.190



# 2
The following is a DFT calculation (ωB97M-V/def2-TZVPD) of C38H55BrIrN4OP as an isolated structure.

Positions of all 101 atoms, in Å:
Ir (0.08034, 0.03432, -1.54374)
Br (5.77784, 4.26882, -3.81804)
C (4.59614, 2.95872, -3.12954)
C (5.07054, 1.68392, -2.80004)
C (4.18264, 0.74682, -2.32984)
C (2.80124, 1.01322, -2.16454)
O (2.05964, 0.05602, -1.72534)
C (2.32224, 2.35112, -2.47474)
C (0.98844, 2.79092, -2.30514)
N (-0.06746, 2.02902, -2.01944)
C (-1.35336, 2.46952, -1.95494)
C (-1.78976, 3.80822, -1.98944)
C (-3.14216, 4.09882, -1.99514)
C (-4.10066, 3.10092, -2.00284)
C (-3.71636, 1.75152, -1.91354)
C (-4.63376, 0.68102, -1.86624)
C (-4.16446, -0.60758, -1.72314)
C (-2.80026, -0.83148, -1.62364)
N (-1.89876, 0.15912, -1.67654)
C (-2.33476, 1.43692, -1.84154)
C (3.25724, 3.28212, -2.95154)
H (6.11394, 1.44242, -2.92524)
H (4.52914, -0.24188, -2.07194)
H (0.81684, 3.85142, -2.45404)
H (-1.07236, 4.61212, -1.98734)
H (-3.45416, 5.13062, -1.99764)
H (-5.14976, 3.34012, -2.05474)
H (-5.68986, 0.88012, -1.93584)
H (-4.84036, -1.44528, -1.68224)
H (-2.41146, -1.82828, -1.48074)
H (2.91954, 4.27442, -3.20264)
C (-3.08476, 2.39932, 3.45316)
C (-2.25106, 3.28082, 2.53026)
C (-0.94586, 2.57442, 2.13026)
C (-1.13286, 1.05452, 2.05566)
C (-2.55896, 0.76412, 1.59226)
C (-3.52826, 1.12082, 2.72756)
P (0.20564, 0.22302, 1.03776)
C (1.86374, 0.97042, 1.48966)
C (2.08944, 2.40482, 1.00206)
C (3.59484, 2.71262, 0.98226)
C (4.31764, 1.99412, 2.12816)
C (3.37384, 1.86332, 3.31666)
C (2.22394, 0.89692, 2.98516)
C (0.31504, -1.53898, 1.66396)
C (0.20744, -1.72528, 3.18976)
C (-1.13306, -2.32508, 3.59726)
C (-1.26616, -3.73838, 3.03296)
C (-0.74586, -3.81428, 1.58796)
C (-0.70686, -2.43018, 0.94166)
H (-3.95626, 2.95332, 3.80316)
H (-2.48876, 2.14842, 4.33366)
H (-2.00816, 4.21562, 3.03496)
H (-2.83406, 3.53152, 1.64246)
H (-0.18096, 2.80352, 2.87256)
H (-0.62046, 2.96172, 1.16216)
H (-1.01326, 0.61842, 3.05466)
H (-2.70116, -0.27818, 1.30856)
H (-2.77866, 1.37682, 0.71806)
H (-3.58456, 0.30222, 3.44746)
H (-4.52696, 1.25132, 2.30906)
H (2.55824, 0.32652, 0.93076)
H (1.60114, 3.10532, 1.67626)
H (1.66814, 2.55972, 0.00856)
H (3.73134, 3.79082, 1.08326)
H (4.03014, 2.41652, 0.02656)
H (5.20474, 2.55852, 2.41296)
H (4.64474, 1.00002, 1.81716)
H (2.98454, 2.85202, 3.56136)
H (3.90644, 1.49702, 4.19536)
H (1.36624, 1.15462, 3.60886)
H (2.53394, -0.11868, 3.22806)
H (1.31414, -1.85538, 1.33516)
H (0.36564, -0.79058, 3.72016)
H (0.99784, -2.40728, 3.50966)
H (-1.95206, -1.69468, 3.24516)
H (-1.19536, -2.35738, 4.68566)
H (-2.30906, -4.05098, 3.08686)
H (-0.68946, -4.42538, 3.65166)
H (-1.38776, -4.47428, 1.00286)
H (0.25844, -4.24268, 1.57586)
H (-1.70636, -2.00168, 0.99846)
H (-0.42636, -2.51048, -0.11274)
C (0.72764, -5.44528, -1.61274)
C (0.31254, -4.43208, -2.67764)
C (1.14794, -4.63988, -3.94774)
C (-1.17826, -4.59238, -2.97094)
N (0.57154, -3.09698, -2.10134)
N (0.21984, -1.93878, -2.82684)
H (0.47724, -6.44828, -1.94234)
H (0.20204, -5.25868, -0.68184)
H (1.79814, -5.41028, -1.43024)
H (0.98664, -5.64248, -4.33284)
H (2.20994, -4.54278, -3.73004)
H (0.87404, -3.93588, -4.73174)
H (-1.37106, -5.62688, -3.24114)
H (-1.52076, -3.97878, -3.80324)
H (-1.77106, -4.36498, -2.08854)
H (1.53124, -3.02188, -1.77454)
H (-0.66676, -2.12928, -3.29634)
H (0.90924, -1.69588, -3.54794)

Its net charge is +2. The calculation puts the HOMO-LUMO gap (spin up / spin down) at 0.2079 / 0.2080 hartree. The HOMO energy (spin up / spin down) comes out at -12.92 / -12.92 eV. For the LUMO energy (spin up / spin down), the calculation gives -7.3 / -7.3 eV. As for the electronic energy: -130464.43065 eV. The calculation puts the energy relative to the best compared isomer or geometry (same formula, charge and spin) at 50.6 kcal per mole.

These are the Löwdin partial charges, in e, on atoms 1 to 6: number 1, Ir, carries 1.259; number 2, Br, carries 0.796; number 3, C, carries -0.669; number 4, C, carries -0.077; number 5, C, carries 0.002; number 6, C, carries -0.339



Which of these has the lowest electronic energy? C38H55BrIrN4OP